70
Properties=species:S:1:pos:R:3 method="wB97M-V/def2-TZVPD" e_homo_ev="-13.749 / -14.135" spin_multiplicity=3 e_above_lowest_kj_mol=130.1 orbital_gap_ev="7.62 / 4.25" charge=+2 s_squared=2.01
Au -0.831 0.525 -0.903
Se 4.567 6.163 -0.859
P -1.381 -1.855 -0.918
O -4.529 1.403 1.076
O -2.992 0.888 -0.447
N 2.817 6.168 -0.911
N 1.345 0.881 -1.291
N 4.626 4.415 -0.969
N -1.080 0.987 1.509
N -0.608 2.764 -1.179
C -1.076 -4.304 -4.770
C -2.771 0.994 3.170
C 2.243 0.991 3.014
C -2.331 -3.924 -4.311
C 0.987 4.549 -1.064
C -0.443 0.870 3.806
C -0.251 -5.003 1.361
C -1.588 3.642 -1.218
C 0.598 0.760 4.753
C -1.306 -2.767 -2.478
C -1.361 5.018 -1.166
C 1.909 0.818 4.367
C -3.073 -2.067 -0.278
C -0.462 -2.882 0.266
C -0.064 5.475 -1.066
C 3.627 0.223 -1.435
C 3.068 2.541 -1.172
C 2.370 4.930 -1.005
C -2.453 -3.141 -3.177
C 0.667 3.176 -1.131
C 1.703 2.174 -1.195
C -0.091 0.966 2.423
C -3.420 1.121 0.703
C 0.360 -2.299 1.221
C -2.325 1.016 1.841
C -0.043 -3.141 -2.950
C 0.070 -3.910 -4.089
C -0.747 -4.246 0.317
C 0.528 -4.412 2.344
C -1.810 0.907 4.142
C 4.034 1.535 -1.288
C 1.262 1.044 2.061
C 0.849 -3.066 2.265
C 3.399 3.933 -1.044
C 2.262 -0.057 -1.424
H 3.281 1.083 2.736
H 0.839 -2.848 -2.395
H -0.990 -4.912 -5.657
H 0.172 6.526 -0.998
H -1.354 -4.705 -0.451
H 0.891 -5.002 3.171
H 1.041 -4.209 -4.452
H 0.609 -1.249 1.141
H -2.592 3.250 -1.296
H -3.373 -3.116 -0.342
H -3.216 -4.241 -4.841
H 5.078 1.811 -1.268
H -2.194 5.700 -1.208
H -3.432 -2.845 -2.831
H 1.471 -2.613 3.022
H -3.830 1.052 3.369
H 1.895 -1.070 -1.513
H -3.069 -1.767 0.771
H -2.096 0.897 5.185
H -3.773 -1.438 -0.826
H 1.502 1.150 1.019
H 0.330 0.626 5.791
H 4.340 -0.576 -1.553
H 2.693 0.744 5.103
H -0.481 -6.054 1.420

***

21
Properties=species:S:1:pos:R:3 method="wB97M-V/def2-TZVPD" e_homo_ev=-8.219 spin_multiplicity=1 e_above_lowest_kj_mol=625.0 orbital_gap_ev=6.75
O -0.810 -3.207 -0.305
O 1.754 -1.702 0.074
O -1.561 -1.196 -1.856
N 0.066 1.104 0.417
C -0.527 2.417 0.442
C -0.874 -0.278 -1.376
C -0.755 0.007 -0.031
C 1.304 0.960 1.112
H 1.497 -2.633 0.074
H 2.128 0.516 0.554
H -1.068 -2.595 -1.043
H -0.180 0.228 -2.107
H -0.952 2.644 1.451
H 1.671 1.978 1.420
H 0.283 1.631 -1.075
H -1.454 -0.437 0.676
H 0.243 3.130 0.094
H -1.457 -3.915 -0.354
H 1.292 0.274 1.984
H -1.507 2.344 -0.003
H 0.906 -1.269 -0.149

***

35
Properties=species:S:1:pos:R:3 method="wB97M-V/def2-TZVPD" e_homo_ev="-15.252 / -15.261" spin_multiplicity=1 e_above_lowest_kj_mol=0.0 orbital_gap_ev="4.76 / 4.59" charge=+2
Pb 0.030 -0.632 1.804
O -0.024 1.428 3.119
O 0.488 1.596 5.225
N 1.890 -0.045 -1.140
N -0.479 1.587 -0.304
N 0.003 0.921 4.327
N -0.416 -1.076 -1.751
N 1.831 -0.034 0.243
N -0.101 1.407 -1.608
N -0.983 -1.237 -0.503
C 3.105 -0.021 0.706
C -1.023 3.422 -1.460
C -1.872 -2.750 -1.907
C -1.026 2.793 -0.193
C -1.869 -2.256 -0.595
C -0.421 2.504 -2.326
C -0.940 -1.983 -2.604
C 3.184 -0.060 -1.525
C -2.026 -1.496 3.434
C 3.988 -0.038 -0.381
B 0.605 0.076 -2.025
H -0.608 -2.022 -3.630
H -1.393 3.176 0.749
H -2.726 -2.308 3.173
H -2.455 -2.595 0.254
H 3.438 -0.087 -2.572
H -1.400 4.394 -1.698
H -0.999 -1.874 3.279
H -2.465 -3.557 -2.294
H -2.297 -0.611 2.846
H 5.057 -0.034 -0.342
H -2.129 -1.240 4.501
H 0.895 0.097 -3.183
H -0.198 2.548 -3.379
H 3.337 0.006 1.763

***

15
Properties=species:S:1:pos:R:3 method="wB97M-V/def2-TZVPD" e_homo_ev="-6.597 / -6.597" spin_multiplicity=1 e_above_lowest_kj_mol=414.2 orbital_gap_ev="7.44 / 7.44"
N 0.575 1.255 1.471
N -1.100 -0.605 0.666
N -1.710 -1.817 0.798
N 2.124 0.934 -0.235
C -0.247 0.204 -0.497
C 0.825 0.894 0.235
C -0.451 0.188 -1.811
H -1.788 -2.412 -0.023
H -1.065 0.088 1.421
H 0.105 0.841 -2.477
H -2.548 -1.827 1.379
H 1.445 1.515 1.936
H -1.269 -0.376 -2.245
H 2.283 0.405 -1.084
H 2.821 0.713 0.465

***

29
Properties=species:S:1:pos:R:3 method="wB97M-V/def2-TZVPD" e_homo_ev=-10.236 spin_multiplicity=1 e_above_lowest_kj_mol=450.3 orbital_gap_ev=10.75 smiles="CS(=O)(=O)O/[N+]([O-])=N/OC1CCCCC1"
S -1.429 -1.756 2.982
O -1.631 -0.261 3.378
O 1.242 0.488 1.372
O -1.106 1.535 2.065
O -0.188 -2.131 3.562
O -1.791 -1.960 1.571
N -0.716 0.499 2.444
N 0.170 -0.224 2.110
C 0.095 -0.618 -0.580
C -0.252 0.776 -2.707
C -2.767 -2.368 4.041
C 0.091 -0.639 -2.126
C 0.815 1.781 -2.263
C 1.103 0.507 -0.123
C 0.839 1.911 -0.726
H -0.023 2.421 -0.368
H -0.963 -0.250 -0.407
H 1.823 1.583 -2.698
H -0.405 0.705 -3.777
H -2.818 -1.596 4.784
H -0.525 -1.346 -2.662
H 0.407 2.668 -2.687
H 1.628 2.551 -0.412
H 2.114 -0.033 -0.338
H -3.644 -2.359 3.409
H -2.546 -3.289 4.690
H 1.098 -0.931 -2.434
H -1.233 1.015 -2.386
H 0.274 -1.581 -0.253

***

23
Properties=species:S:1:pos:R:3 method="wB97M-V/def2-TZVPD" e_homo_ev=-3.482 spin_multiplicity=1 e_above_lowest_kj_mol=62.4 orbital_gap_ev=6.96 charge=-1
O 4.519 -1.735 1.055
O 3.720 0.285 1.472
O 1.740 1.193 0.081
C 0.085 0.890 -1.545
C -3.640 0.139 -1.306
C -1.220 0.639 -1.873
C 0.523 0.849 -0.159
C -2.214 0.352 -0.920
C 3.574 -1.030 1.331
C -0.512 0.642 0.780
C -1.841 0.473 0.411
C 2.194 -1.619 1.483
H 2.333 -2.541 2.052
H 1.889 -1.844 0.462
H 0.938 1.133 -2.168
H -1.498 0.591 -2.933
H -3.875 0.442 -2.327
H 2.975 0.774 0.975
H -0.205 0.762 1.820
H -4.314 0.823 -0.759
H 1.541 -0.957 2.047
H -4.113 -0.834 -1.153
H -2.601 0.572 1.174

***

93
Properties=species:S:1:pos:R:3 method="wB97M-V/def2-TZVPD" e_homo_ev="-2.125 / -2.838" spin_multiplicity=4 orbital_gap_ev="6.02 / 5.79" charge=-2 s_squared=3.78
W -0.946 0.586 0.356
Sb -3.896 0.084 0.632
Se -1.574 1.210 2.606
Ge -0.194 -2.521 -0.891
S -1.484 -1.031 -1.352
S -2.778 1.929 -0.444
S -1.228 -1.661 1.131
S -5.484 1.066 1.945
Si -2.342 0.807 4.727
F 0.800 -6.803 -4.187
F 0.657 -5.686 -1.811
F 5.679 -3.093 0.841
F -4.483 -5.611 -0.416
F 0.482 -5.334 -6.446
F 1.177 -3.025 2.010
F -0.247 -1.512 -3.876
F 0.016 -2.663 -6.261
F -3.004 -3.630 -1.390
F 0.758 -5.363 0.908
F 5.050 -2.606 -1.750
F -0.761 -7.245 1.938
F 3.715 -3.256 2.703
F -3.394 -7.422 1.302
F 2.526 -2.298 -2.488
O 1.707 6.612 -0.058
O 0.644 2.425 1.225
O -0.702 3.756 -2.839
N -0.087 2.996 -0.795
N 1.072 0.234 -0.175
N 1.257 4.479 0.519
C 0.572 3.264 0.329
C 4.399 -2.955 0.477
C 0.424 -4.876 -2.857
C 4.075 -2.708 -0.837
C -2.410 -4.461 -0.515
C 1.847 -0.072 2.248
C 3.397 -3.040 1.419
C 0.139 -3.528 -2.701
C 2.747 -2.570 -1.195
C -3.202 -5.490 -0.041
C -1.299 6.050 -0.724
C -0.732 0.702 5.633
C -1.822 5.443 0.576
C 3.297 0.113 0.165
C -2.651 -6.419 0.815
C -3.299 -0.766 4.555
C 1.080 5.585 -0.255
C 0.132 -3.397 -5.145
C 1.702 -2.701 -0.288
C 2.079 -2.912 1.031
C 1.046 0.754 -2.704
C -0.554 -5.285 0.624
C 0.381 -4.749 -5.245
C 3.068 0.324 -1.224
C 0.007 -2.825 -3.893
C -1.070 -4.286 -0.183
C -0.276 3.976 -1.716
C 2.079 0.072 0.778
C 1.629 5.733 -3.274
C -1.316 -6.318 1.139
C 0.534 -5.489 -4.095
C -3.398 2.284 5.046
C 0.395 6.264 -2.547
C 0.004 5.443 -1.316
C 1.716 0.410 -1.411
H 0.102 0.243 -2.842
H 2.733 -0.524 2.703
H -1.096 7.114 -0.566
H 3.809 0.404 -2.008
H -4.119 -0.565 3.863
H 0.584 7.286 -2.214
H 1.882 6.373 -4.121
H -0.825 0.759 6.724
H 1.707 0.469 -3.527
H -0.458 6.265 -3.227
H 1.869 4.533 1.318
H -0.247 -0.239 5.365
H 0.988 -0.698 2.480
H 0.839 1.819 -2.775
H -2.728 5.970 0.886
H 1.450 4.725 -3.648
H -2.845 3.196 4.814
H 2.492 5.706 -2.603
H -1.095 5.526 1.387
H -3.709 -1.158 5.494
H 1.678 0.897 2.717
H -4.243 2.214 4.355
H -2.656 -1.524 4.103
H -2.062 5.957 -1.500
H 4.250 0.007 0.668
H -0.092 1.515 5.285
H -2.089 4.392 0.462
H -3.773 2.339 6.075

***

For the records above, the corresponding E values read -4650.95317; -440.47714; -1140.17655; -337.99604; -1158.73326; -575.33468; -9906.61566 a.u..